ORCA calculation (ωB97M-V/def2-TZVPD) on the ion C2H5N4S with charge +1.

```
! wB97M-V def2-TZVPD RIJCOSX def2/J DEFGRID3
* xyz 1 1
S 1.477 2.641 -0.930
N -0.579 0.229 1.224
N 0.300 -1.572 -1.697
N 0.381 1.303 1.295
N 0.064 -0.735 -0.750
C -0.841 -0.634 0.130
C 0.787 2.028 0.307
H 0.796 -1.146 -2.494
H -0.179 -2.410 -1.952
H -1.663 -1.234 0.491
H -1.111 0.233 2.076
H 0.567 1.298 2.299
*
```

Calculated values
Energy, hartree: -696.0012
HOMO, eV: -11.929
F_max, eV Å⁻¹: 3.326
Gap between HOMO and LUMO, hartree: 0.217